[1]
This record from the OMol25 dataset describes 2 unconnected molecules or ions with the total composition C3H7NO2. The level of theory is ωB97M-V/def2-TZVPD.

The geometry in XYZ format:
```
13
C3H7NO2, DFT ωB97M-V/def2-TZVPD
C -0.04269 -0.55695 -0.17973
C -1.43670 0.06375 -0.09494
C 1.13697 0.36119 -0.49649
N 0.69928 -1.92194 2.16184
O 0.60447 -0.74648 1.99941
O 0.20790 -1.78365 -0.34068
H -2.27018 -0.65489 -0.05532
H -1.55789 0.76105 -0.93224
H -1.43433 0.74156 0.85233
H 0.88157 1.42154 -0.86078
H 1.80838 0.01002 -1.32389
H 1.70462 0.39496 0.54142
H 0.31340 -2.45808 1.24186
```

Summary:
frontier orbital gap = 9.17 eV
energy above the lowest of the compared OMol25 structures with the same formula, charge and spin = 440.9 kJ/mol
max |F| = 0.0665 Eh/bohr
2S+1 = 1
LUMO = -0.3 eV
calculated total energy = -323.6130 Ha



[2]
This record from the OMol25 dataset describes CClNS in the gas phase. The level of theory is ωB97M-V/def2-TZVPD.

The geometry in XYZ format:
```
4
CClNS, DFT ωB97M-V/def2-TZVPD
C -0.79464 -0.06077 0.01042
N -1.83748 0.42957 -0.01044
S 0.71334 -0.96506 0.00259
Cl 1.91878 0.59626 -0.00257
```

Summary:
frontier orbital gap (alpha / beta) = 7.33 / 8.26 eV
<S²> = 2.014
energy above the lowest of the compared OMol25 structures with the same formula, charge and spin = 0.0 kJ/mol
max |F| = 0.1251 Eh/bohr
2S+1 = 3
LUMO (alpha / beta) = 0.2 / -3.8 eV
calculated total energy = -951.0900 Ha



[3]
This record from the OMol25 dataset describes a molecular structure, C7H13ClI2N2OPV. The level of theory is ωB97M-V/def2-TZVPD.

The geometry in XYZ format:
```
28
C7H13ClI2N2OPV, DFT ωB97M-V/def2-TZVPD
I 1.29174 2.38535 -0.27264
I 1.48545 -2.61777 -0.21254
V 0.75844 -0.12609 -0.15137
P -0.52492 0.03853 -2.25057
C 0.69445 0.15650 -3.60141
C -1.49317 -1.42553 -2.75437
H -2.37245 1.47580 -1.67795
H -2.13988 1.37386 -3.45858
H -1.04744 2.38644 -2.44716
C -1.63337 1.46196 -2.48403
H -2.32286 -1.57535 -2.02029
H -1.90403 -1.27567 -3.74769
H 0.16520 0.19644 -4.54588
H 1.32950 -0.72547 -3.56438
H -0.85139 -2.29242 -2.71558
H 1.29692 1.05534 -3.45756
C 2.35854 -0.41839 -1.40691
O 3.37318 -0.42733 -2.00620
Cl -1.62190 -0.80891 0.38655
N 0.10197 -0.83359 2.77724
C 0.30361 -0.62465 4.08367
C 1.12766 0.50040 4.17464
C 1.35393 0.93102 2.86931
N 0.76348 0.06828 1.98116
H -0.60040 -1.45593 2.36012
H -0.11982 -1.27514 4.86557
H 1.55457 0.90989 5.07066
H 1.86628 1.79762 2.53320
```

Summary:
frontier orbital gap (alpha / beta) = 6.08 / 4.47 eV
<S²> = 2.084
max |F| = 0.1367 Eh/bohr
2S+1 = 3
LUMO (alpha / beta) = -10.3 / -11.9 eV
calculated total energy = -2799.6008 Ha
charge = +2



[4]
This record from the OMol25 dataset describes a molecular structure, C21H38F3N2NaO9S4. The level of theory is ωB97M-V/def2-TZVPD.

The geometry in XYZ format:
```
78
C21H38F3N2NaO9S4, DFT ωB97M-V/def2-TZVPD
Na -0.46815 0.38364 -0.49540
C -0.92980 5.06519 -0.07332
F 0.01318 4.91643 0.88059
F -1.99587 4.55292 0.46200
F -1.10544 6.35467 -0.47472
S -0.53642 4.00510 -1.65135
O -0.42699 2.58198 -1.29899
O -1.65021 4.28560 -2.57289
O 0.77167 4.49013 -2.12523
C 0.10788 4.23596 4.12180
C -1.29193 3.70301 4.48351
C -2.07446 3.04532 3.34191
C -1.44854 1.84181 2.69509
N -0.99404 0.93001 2.16199
H 0.10848 5.08732 3.44115
H 0.58939 3.40169 3.61164
H 0.79843 4.35408 4.95683
H -1.93072 4.51525 4.83038
H -1.21815 3.03756 5.34365
H -2.39517 3.74885 2.57361
H -3.02034 2.72626 3.77963
C 4.95131 2.72577 0.12890
C 4.01403 3.17927 1.27041
C 2.58852 2.93415 0.84450
C 2.22405 1.55595 0.67404
N 1.97296 0.43530 0.52475
H 5.92481 3.19405 0.27411
H 4.54819 2.92326 -0.86438
H 5.04655 1.64986 0.27532
H 4.17208 4.17038 1.69563
H 4.23445 2.56719 2.14498
H 2.34016 3.58862 0.00898
H 1.99468 3.40044 1.63063
C 0.87767 -5.77744 0.04980
C 1.77759 -4.90220 0.91588
C 0.87983 -3.97033 1.74052
S -0.62072 -3.54688 0.63748
O -0.58659 -2.20767 0.07283
O -1.79406 -4.02867 1.37803
C -0.18379 -4.85186 -0.67098
H 0.41925 -6.55161 0.66512
H 1.46836 -6.32199 -0.68685
H 2.52415 -4.24825 0.46521
H 2.42308 -5.36748 1.66084
H 1.38863 -3.07888 2.10731
H 0.40790 -4.48959 2.57464
H 0.18522 -4.22218 -1.48057
H -1.07832 -5.28434 -1.11917
C 3.84752 -0.33758 -4.13778
C 4.42890 -1.26384 -3.02627
C 3.28946 -1.68089 -2.10134
S 1.72183 -1.51690 -3.08589
O 0.87382 -0.47118 -2.48090
O 1.14670 -2.77598 -3.49580
C 2.51857 -0.86495 -4.53397
H 4.50382 -0.27455 -5.00576
H 3.67696 0.70155 -3.85633
H 5.25460 -0.78539 -2.49954
H 4.82113 -2.19800 -3.42828
H 3.19419 -1.02421 -1.23658
H 3.22371 -2.69994 -1.72012
H 1.78816 -0.24548 -5.05441
H 2.64888 -1.74916 -5.15791
C -5.72827 -2.72446 0.23410
C -6.12262 -2.11242 -1.15164
C -5.81876 -0.62420 -1.14820
S -4.52456 -0.30816 0.12743
O -5.13776 0.41873 1.24607
O -3.27814 0.18966 -0.44408
C -4.42162 -2.08229 0.64922
H -5.42130 -3.74840 0.02100
H -6.51652 -2.83248 0.97915
H -7.19139 -2.19859 -1.34761
H -5.74630 -2.67762 -2.00430
H -6.68588 -0.02708 -0.86601
H -5.48161 -0.33297 -2.14300
H -4.30280 -2.15124 1.73053
H -3.56348 -2.33965 0.02836
```

Summary:
frontier orbital gap = 8.49 eV
max |F| = 0.0598 Eh/bohr
2S+1 = 1
LUMO = 0.1 eV
calculated total energy = -3664.2870 Ha



[5]
This record from the OMol25 dataset describes 2 unconnected molecules or ions with the total composition C4H13NS. The level of theory is ωB97M-V/def2-TZVPD.

The geometry in XYZ format:
```
19
C4H13NS, DFT ωB97M-V/def2-TZVPD
C 2.02519 0.33620 1.27717
S 3.30303 0.46937 -0.01739
C 2.18166 0.38528 -1.46116
H 2.57965 0.32353 2.21319
H 1.37672 1.20946 1.26544
H 1.45183 -0.58729 1.20706
H 1.82682 -0.64500 -1.49040
H 2.81527 0.50148 -2.33456
H 1.33982 1.06735 -1.46077
C -1.37984 -1.39315 0.01822
N -1.40735 0.01097 -0.34412
C -2.61817 0.69548 0.06950
H -2.04314 -2.03755 -0.54152
H -1.61857 -1.49726 1.09473
H -0.36731 -1.78275 -0.08075
H -0.57367 0.42525 0.01407
H -3.01644 0.17550 0.95873
H -2.47985 1.74551 0.30229
H -3.39565 0.59764 -0.68972
```

Summary:
frontier orbital gap = 9.51 eV
energy above the lowest of the compared OMol25 structures with the same formula, charge and spin = 66.3 kJ/mol
max |F| = 0.0249 Eh/bohr
2S+1 = 1
LUMO = 0.9 eV
calculated total energy = -613.1038 Ha



[6]
This record from the OMol25 dataset describes 6 unconnected molecules or ions with the total composition C11H35O6. The level of theory is ωB97M-V/def2-TZVPD.

The geometry in XYZ format:
```
52
C11H35O6, DFT ωB97M-V/def2-TZVPD
O 0.68281 0.23257 -0.44545
H 0.47146 -0.73712 -0.50362
H 1.65842 0.35765 -0.27983
H 0.16837 0.68530 0.28541
C 2.79082 -0.23799 2.18920
C 3.66129 0.74303 1.45375
O 3.14992 0.88723 0.11449
H 1.78511 0.15213 2.36515
H 3.21311 -0.46430 3.16959
H 2.67945 -1.19646 1.67697
H 4.70485 0.42458 1.44475
H 3.63284 1.72317 1.93782
H 3.63371 1.56904 -0.36174
C 0.30336 -1.95894 -3.53902
C 1.71999 -2.27996 -3.11181
O 2.20010 -1.19288 -2.30192
H 0.29026 -0.97792 -4.01612
H -0.36409 -1.97299 -2.67762
H -0.04312 -2.67796 -4.28008
H 2.39983 -2.37506 -3.95944
H 1.69804 -3.20714 -2.52775
H 3.12303 -1.32727 -2.06900
C -1.06941 -1.79624 1.87846
C -0.16400 -2.83889 1.28967
O 0.39585 -2.33237 0.07316
H -1.84675 -1.53767 1.15196
H -0.53541 -0.89618 2.18840
H -1.61012 -2.15009 2.75689
H -0.70041 -3.77065 1.10002
H 0.63732 -3.07544 1.99953
H 0.93624 -3.02027 -0.32754
C -1.22983 1.57434 -2.72826
C -2.34523 0.62864 -2.37558
O -2.06765 0.03825 -1.09719
H -0.28168 1.04962 -2.85306
H -1.07389 2.31599 -1.94143
H -1.40522 2.12732 -3.65107
H -2.45437 -0.16167 -3.12464
H -3.31001 1.14357 -2.34287
H -2.89026 -0.22643 -0.67797
C -1.87199 1.92265 3.28191
C -1.78814 1.73724 1.77425
C -2.52994 2.81854 1.01156
O -0.39110 1.73970 1.37888
H -2.89218 2.06647 3.63331
H -1.28357 2.80383 3.55882
H -1.43952 1.08193 3.82631
H -2.15147 0.74742 1.50519
H -3.59588 2.80916 1.25070
H -2.43273 2.64908 -0.05917
H -2.16372 3.80583 1.29936
H -0.00448 2.57759 1.65669
```

Summary:
frontier orbital gap = 10.97 eV
energy above the lowest of the compared OMol25 structures with the same formula, charge and spin = 0.0 kJ/mol
max |F| = 0.0135 Eh/bohr
2S+1 = 1
LUMO = -2.2 eV
calculated total energy = -891.3001 Ha
charge = +1



Which formula does entry 2 have?
CClNS